Entry 1:
{
  "formula": "C21H32N3O6PS2Sn",
  "method": "wB97M-V/def2-TZVPD",
  "symbols": ["Sn", "O", "C", "O", "C", "C", "C", "C", "C", "C", "S", "H", "H", "H", "H", "C", "C", "S", "O", "O", "C", "C", "N", "C", "N", "C", "C", "N", "O", "O", "C", "H", "H", "H", "H", "H", "H", "H", "H", "H", "H", "H", "H", "H", "C", "C", "P", "C", "C", "C", "C", "H", "H", "H", "H", "H", "H", "H", "H", "H", "H", "H", "H", "H", "H", "H"],
  "coordinates": [[1.370, 1.122, 1.715], [4.785, 1.359, -0.604], [4.037, 1.860, 0.188], [3.260, 1.148, 0.993], [3.980, 3.353, 0.367], [5.147, 4.049, 0.193], [5.204, 5.430, 0.437], [4.065, 6.144, 0.823], [2.875, 5.483, 0.972], [2.797, 4.075, 0.734], [1.229, 3.440, 0.738], [6.032, 3.507, -0.114], [6.151, 5.945, 0.344], [4.120, 7.211, 0.993], [1.971, 6.016, 1.233], [-6.408, -2.308, -2.346], [-5.708, -2.085, -1.009], [-3.956, -1.927, -1.170], [-3.445, -3.004, -1.976], [-3.380, -1.716, 0.144], [-3.641, -0.457, -2.130], [-3.609, 0.885, -1.416], [-2.665, 0.922, -0.277], [-1.335, 1.057, -0.408], [-0.744, 1.011, 0.790], [-1.742, 0.848, 1.726], [-2.918, 0.794, 1.069], [-4.216, 0.608, 1.681], [-5.189, 0.582, 0.955], [-4.214, 0.520, 2.883], [-0.639, 1.310, -1.701], [-7.420, -2.663, -2.165], [-5.892, -3.064, -2.936], [-6.483, -1.389, -2.927], [-5.791, -2.949, -0.345], [-6.046, -1.193, -0.477], [-4.389, -0.432, -2.924], [-2.679, -0.703, -2.582], [-4.585, 1.179, -1.052], [-3.274, 1.633, -2.132], [-1.582, 0.788, 2.791], [-0.991, 2.240, -2.151], [-0.806, 0.509, -2.421], [0.429, 1.405, -1.523], [-0.501, -2.666, 1.254], [0.953, -2.709, 1.718], [1.968, -1.376, 1.066], [1.873, -1.343, -0.739], [2.487, -2.597, -1.379], [3.695, -1.605, 1.576], [4.086, -3.074, 1.792], [-1.062, -3.465, 1.734], [-0.593, -2.813, 0.178], [-0.992, -1.731, 1.514], [1.448, -3.629, 1.394], [1.029, -2.668, 2.807], [2.404, -0.445, -1.066], [0.819, -1.240, -1.009], [3.556, -2.660, -1.187], [2.350, -2.540, -2.458], [2.007, -3.513, -1.033], [3.853, -1.033, 2.491], [4.298, -1.124, 0.805], [3.598, -3.499, 2.668], [5.161, -3.119, 1.958], [3.859, -3.700, 0.930]],
  "molar_mass_g_mol": 636.321,
  "total_charge": 2,
  "e_lumo_ev": [-9.23, -8.93]
}

Entry 2:
{
  "formula": "C21H32N3O7S",
  "method": "wB97M-V/def2-TZVPD",
  "symbols": ["C", "C", "O", "C", "C", "O", "C", "C", "C", "C", "C", "O", "C", "C", "C", "C", "C", "C", "S", "C", "N", "C", "C", "C", "O", "C", "O", "N", "N", "C", "O", "H", "H", "H", "H", "H", "H", "H", "H", "H", "H", "H", "H", "H", "H", "H", "H", "H", "H", "H", "H", "H", "H", "H", "H", "H", "H", "H", "H", "H", "O", "H", "H", "H"],
  "coordinates": [[5.408, 0.910, -0.612], [4.349, 1.560, -1.633], [3.646, 0.596, -2.449], [2.732, -0.199, -1.621], [1.761, -1.124, -2.489], [0.727, -1.830, -1.776], [-0.019, -1.044, -0.876], [0.419, -0.774, 0.614], [1.766, -1.408, 1.241], [1.254, -2.579, 2.395], [-0.295, -3.165, 2.131], [1.054, -3.978, 1.861], [-0.406, 0.073, 1.597], [-1.745, 0.739, 1.179], [-2.240, 0.476, -0.254], [-3.657, 1.147, -0.659], [-3.636, 2.757, -0.536], [-2.331, 3.452, -1.155], [-2.436, 5.294, -0.743], [-1.414, -0.401, -1.273], [-2.079, -0.583, -2.574], [-1.210, -0.328, -3.752], [-2.686, -1.935, -2.573], [-4.277, -2.204, -2.600], [-1.958, -2.971, -2.507], [-2.302, 1.557, 2.416], [-3.436, 1.963, 2.725], [-1.053, 1.700, 3.237], [-0.142, 2.664, 2.787], [-0.195, 0.477, 3.118], [0.473, -0.085, 4.032], [6.093, 0.134, -1.090], [5.971, 1.740, -0.068], [4.803, 0.356, 0.205], [4.935, 2.323, -2.270], [3.634, 2.205, -0.986], [3.398, -0.905, -0.997], [2.215, 0.544, -0.926], [1.410, -0.491, -3.379], [2.438, -1.935, -2.959], [2.379, -0.648, 1.826], [2.347, -2.006, 0.469], [1.600, -2.426, 3.532], [-0.654, -3.267, 1.059], [-0.815, -3.604, 3.044], [-3.969, 0.883, -1.721], [-4.454, 0.770, 0.083], [-3.819, 3.128, 0.537], [-4.535, 3.160, -1.143], [-2.275, 3.400, -2.303], [-1.349, 3.081, -0.671], [-1.798, 5.485, 0.485], [-1.892, -0.304, -4.680], [-0.548, -1.267, -3.896], [-0.607, 0.636, -3.722], [-4.815, -1.632, -3.426], [-4.672, -1.923, -1.556], [-4.445, -3.319, -2.801], [-0.397, 3.063, 1.872], [-0.043, 3.434, 3.461], [3.450, -2.862, 5.472], [2.602, -2.425, 5.727], [3.512, -3.773, 5.843], [4.228, -2.315, 5.726]],
  "molar_mass_g_mol": 470.568,
  "total_charge": 1,
  "e_lumo_ev": -5.23
}

Entry 3:
{
  "formula": "C21H32N4O3",
  "method": "wB97M-V/def2-TZVPD",
  "symbols": ["C", "C", "C", "C", "C", "N", "C", "O", "C", "C", "N", "C", "O", "C", "C", "C", "N", "C", "O", "C", "N", "C", "C", "C", "C", "C", "C", "C", "H", "H", "H", "H", "H", "H", "H", "H", "H", "H", "H", "H", "H", "H", "H", "H", "H", "H", "H", "H", "H", "H", "H", "H", "H", "H", "H", "H", "H", "H", "H", "H"],
  "coordinates": [[-2.208, 6.107, -1.689], [-1.340, 4.947, -1.306], [0.029, 4.972, -1.537], [0.845, 3.919, -1.168], [0.292, 2.802, -0.549], [1.043, 1.690, -0.147], [2.372, 1.485, -0.272], [3.167, 2.246, -0.783], [2.805, 0.105, 0.265], [4.324, 0.010, 0.356], [2.263, -0.902, -0.632], [1.724, -2.055, -0.197], [1.655, -2.341, 0.982], [1.208, -2.983, -1.309], [0.366, -4.106, -0.688], [-1.092, -3.636, -0.533], [-1.128, -2.199, -0.379], [-1.035, -1.512, 0.782], [-0.792, -0.309, 0.779], [-1.274, -2.220, 2.114], [-0.388, -1.681, 3.133], [-2.745, -2.069, 2.574], [-3.217, -0.617, 2.578], [-3.687, -2.922, 1.728], [-0.804, -1.523, -1.625], [0.353, -2.238, -2.340], [-1.081, 2.766, -0.311], [-1.881, 3.826, -0.686], [-1.801, 6.627, -2.554], [-2.264, 6.819, -0.865], [-3.219, 5.777, -1.918], [0.471, 5.834, -2.016], [1.904, 3.958, -1.355], [0.482, 0.958, 0.290], [2.355, -0.079, 1.247], [4.693, 0.742, 1.069], [4.768, 0.226, -0.612], [4.617, -0.985, 0.680], [2.425, -0.754, -1.615], [2.091, -3.411, -1.796], [0.785, -4.344, 0.291], [0.400, -5.001, -1.309], [-1.667, -3.873, -1.434], [-1.574, -4.133, 0.305], [-1.042, -3.284, 2.040], [0.569, -1.922, 2.890], [-0.448, -0.666, 3.117], [-2.763, -2.437, 3.605], [-4.224, -0.558, 2.986], [-2.566, -0.001, 3.192], [-3.230, -0.208, 1.570], [-3.419, -3.975, 1.783], [-4.707, -2.816, 2.091], [-3.664, -2.605, 0.687], [-1.696, -1.505, -2.262], [-0.538, -0.493, -1.382], [0.934, -1.515, -2.913], [-0.034, -2.972, -3.050], [-1.509, 1.901, 0.172], [-2.944, 3.784, -0.494]],
  "smiles": "Cc1ccc(NC(=O)[C@H](C)NC(=O)C2CCN(C(=O)[C@@H](N)C(C)C)CC2)cc1",
  "molar_mass_g_mol": 388.512,
  "e_lumo_ev": 0.51
}

Entry 4:
{
  "formula": "C21H32N7O4PtS",
  "method": "wB97M-V/def2-TZVPD",
  "symbols": ["Pt", "C", "N", "C", "N", "S", "H", "H", "H", "H", "H", "H", "C", "N", "C", "C", "C", "O", "H", "H", "H", "H", "H", "H", "H", "H", "H", "C", "C", "C", "C", "C", "C", "O", "N", "C", "O", "N", "C", "O", "H", "H", "H", "H", "H", "H", "H", "H", "H", "H", "H", "N", "C", "N", "C", "C", "C", "C", "C", "C", "H", "H", "H", "H", "H", "H"],
  "coordinates": [[0.081, 0.923, -0.066], [2.272, 4.899, -3.782], [2.152, 4.274, -2.459], [1.481, 3.179, -2.213], [0.823, 2.537, -3.156], [1.501, 2.648, -0.516], [2.963, 5.731, -3.708], [1.306, 5.281, -4.117], [2.665, 4.189, -4.510], [2.606, 4.734, -1.682], [0.851, 2.864, -4.113], [0.430, 1.625, -2.986], [2.361, 0.687, 3.796], [1.569, 1.931, 3.671], [1.667, 2.962, 4.724], [0.790, 2.086, 2.644], [0.041, 3.365, 2.441], [0.690, 1.069, 1.823], [2.840, 0.656, 4.767], [3.120, 0.654, 3.016], [1.720, -0.182, 3.666], [2.332, 2.609, 5.503], [0.691, 3.164, 5.160], [2.067, 3.894, 4.327], [-0.672, 3.528, 3.252], [-0.497, 3.340, 1.498], [0.727, 4.213, 2.435], [3.439, -3.334, -0.396], [2.290, -4.206, 0.105], [0.888, -3.685, -0.243], [-0.223, -4.620, 0.254], [-1.640, -4.157, -0.077], [0.778, -3.563, -1.765], [0.890, -4.505, -2.475], [0.529, -2.276, -2.325], [0.395, -1.180, -1.593], [0.148, -0.028, -2.076], [0.488, -1.196, -0.264], [0.708, -2.298, 0.537], [0.774, -2.291, 1.721], [4.387, -3.762, -0.078], [3.386, -2.316, 0.004], [3.459, -3.280, -1.487], [2.355, -4.343, 1.184], [2.367, -5.197, -0.348], [-0.109, -4.763, 1.327], [-0.042, -5.585, -0.222], [-1.868, -3.186, 0.376], [-2.357, -4.875, 0.314], [-1.804, -4.089, -1.155], [0.448, -2.218, -3.335], [-3.728, 0.477, 1.494], [-2.422, 0.690, 1.528], [-1.907, 0.695, 0.301], [-2.960, 0.440, -0.596], [-2.995, 0.305, -1.981], [-4.217, 0.018, -2.552], [-5.384, -0.107, -1.777], [-5.360, 0.053, -0.410], [-4.121, 0.312, 0.162], [-4.341, 0.428, 2.296], [-1.855, 0.820, 2.434], [-2.108, 0.415, -2.587], [-4.285, -0.105, -3.624], [-6.321, -0.332, -2.268], [-6.263, -0.016, 0.183]],
  "molar_mass_g_mol": 673.677,
  "total_charge": 3,
  "e_lumo_ev": [-12.38, -12.38]
}

Entry 5:
{
  "formula": "C21H32NO3",
  "method": "wB97M-V/def2-TZVPD",
  "symbols": ["C", "C", "C", "O", "C", "C", "C", "C", "O", "C", "C", "C", "C", "C", "C", "C", "C", "C", "C", "N", "O", "C", "C", "C", "C", "H", "H", "H", "H", "H", "H", "H", "H", "H", "H", "H", "H", "H", "H", "H", "H", "H", "H", "H", "H", "H", "H", "H", "H", "H", "H", "H", "H", "H", "H", "H", "H"],
  "coordinates": [[4.309, -2.004, 1.840], [3.067, -2.057, 2.911], [1.566, -1.887, 2.198], [1.447, -0.544, 1.611], [0.013, -0.138, 1.483], [-0.278, 0.879, 0.230], [-1.714, 1.723, 0.392], [-2.842, 0.941, 1.281], [-2.769, 0.998, 2.641], [-4.142, 0.107, 0.691], [-4.084, -1.160, -0.344], [-5.532, -1.884, -0.766], [-7.003, -1.369, -0.161], [-7.061, -0.070, 0.855], [-5.629, 0.623, 1.255], [0.894, 2.020, 0.203], [2.218, 1.666, -0.684], [2.470, 2.847, -1.839], [3.514, 1.844, 0.361], [2.313, 0.263, -1.214], [3.374, 0.093, -2.055], [1.079, -0.224, -1.920], [1.159, -1.895, -1.877], [0.986, 0.158, -3.520], [-0.351, 0.172, -1.244], [4.342, -2.931, 1.107], [4.394, -0.981, 1.247], [5.317, -2.074, 2.474], [3.200, -1.125, 3.638], [3.168, -3.080, 3.498], [1.462, -2.741, 1.396], [0.786, -2.077, 3.052], [-0.236, 0.394, 2.522], [-0.601, -1.136, 1.367], [-2.112, 2.118, -0.652], [-1.420, 2.700, 1.003], [-3.067, -1.551, -0.767], [-5.550, -2.826, -1.500], [-8.031, -1.891, -0.423], [-8.059, 0.361, 1.338], [-5.667, 1.556, 1.996], [1.168, 2.246, 1.342], [0.380, 3.025, -0.182], [2.490, 2.427, -2.931], [1.706, 3.736, -1.758], [3.545, 3.335, -1.662], [4.443, 1.204, 0.050], [3.826, 2.964, 0.502], [3.198, 1.457, 1.444], [2.289, -2.268, -1.796], [0.675, -2.397, -2.817], [0.647, -2.280, -0.871], [0.747, 1.311, -3.681], [0.019, -0.410, -3.930], [1.879, -0.230, -4.169], [-1.014, -0.802, -1.137], [-0.927, 0.862, -2.026]],
  "spin_multiplicity": 2,
  "molar_mass_g_mol": 346.491,
  "e_lumo_ev": -0.59
}

Entry 6:
{
  "formula": "C21H32NOP",
  "method": "wB97M-V/def2-TZVPD",
  "symbols": ["C", "C", "C", "C", "C", "P", "C", "C", "C", "N", "C", "C", "C", "C", "C", "C", "C", "O", "H", "H", "H", "H", "H", "H", "H", "H", "H", "H", "H", "H", "H", "H", "H", "H", "H", "H", "H", "H", "H", "H", "H", "H", "H", "H", "C", "C", "C", "C", "C", "C", "H", "H", "H", "H", "H", "H"],
  "coordinates": [[3.950, -0.762, 1.838], [4.946, 0.457, 1.671], [5.303, 0.776, 0.144], [4.547, 2.110, -0.286], [4.917, 2.510, -1.773], [2.688, 1.804, -0.086], [1.800, 3.458, 0.242], [0.601, 3.138, 1.266], [-0.645, 3.968, 0.762], [-1.912, 3.716, 1.469], [-2.179, 2.286, 1.715], [-2.157, 1.388, 0.448], [-2.330, 1.823, -0.921], [-2.314, 0.910, -2.081], [-2.124, -0.511, -1.826], [-1.969, -1.002, -0.452], [-1.976, -0.064, 0.677], [-1.848, -0.511, 1.986], [3.238, -0.579, 2.690], [3.316, -0.865, 0.918], [4.501, -1.718, 2.073], [5.914, 0.198, 2.171], [4.517, 1.410, 2.087], [6.403, 0.957, 0.002], [5.027, -0.107, -0.491], [4.807, 2.915, 0.456], [5.106, 3.617, -1.829], [5.813, 1.931, -2.145], [4.094, 2.294, -2.509], [2.271, 1.333, -1.382], [1.396, 3.788, -0.761], [2.493, 4.251, 0.617], [0.953, 3.530, 2.259], [0.474, 2.030, 1.235], [-0.706, 3.862, -0.352], [-0.393, 5.056, 0.947], [-1.946, 4.200, 2.371], [-3.216, 2.213, 2.160], [-1.479, 1.860, 2.493], [-2.480, 2.906, -1.152], [-2.434, 1.333, -3.105], [-2.092, -1.183, -2.716], [-1.829, -2.095, -0.260], [-1.753, -1.483, 1.953], [-4.319, -6.978, -0.907], [-3.304, -6.385, -1.648], [-3.257, -5.003, -1.781], [-4.228, -4.213, -1.176], [-5.248, -4.807, -0.443], [-5.293, -6.189, -0.306], [-4.352, -8.056, -0.798], [-2.548, -7.001, -2.122], [-2.463, -4.540, -2.357], [-4.190, -3.134, -1.278], [-6.008, -4.192, 0.024], [-6.087, -6.652, 0.268]],
  "smiles": "CCC[C@@H](C)PCCCNCc1ccccc1O.c1ccccc1",
  "molar_mass_g_mol": 345.467,
  "e_lumo_ev": 0.71
}

Entry 7:
{
  "formula": "C21H33AgO16",
  "method": "wB97M-V/def2-TZVPD",
  "symbols": ["Ag", "C", "O", "H", "H", "H", "C", "C", "C", "O", "C", "O", "O", "H", "H", "H", "H", "H", "H", "C", "C", "C", "O", "C", "O", "O", "H", "H", "H", "H", "H", "H", "C", "C", "C", "O", "C", "O", "O", "H", "H", "H", "H", "H", "H", "C", "C", "C", "O", "C", "O", "O", "H", "H", "H", "H", "H", "H", "C", "C", "C", "O", "C", "O", "O", "H", "H", "H", "H", "H", "H"],
  "coordinates": [[4.348, -5.017, -1.939], [0.828, -2.341, 0.104], [1.392, -3.575, -0.141], [1.200, -1.875, 1.016], [1.044, -1.495, -0.549], [-0.256, -2.353, 0.221], [-4.976, 1.535, 4.252], [-4.490, 0.688, 3.050], [-5.659, 0.019, 2.320], [-5.399, 0.265, 0.942], [-4.675, 1.305, 0.786], [-4.447, 1.928, -0.228], [-4.029, 1.516, 1.998], [-5.370, 0.923, 5.064], [-5.711, 2.261, 3.905], [-4.281, 2.209, 4.753], [-3.742, -0.086, 3.224], [-6.616, 0.398, 2.679], [-5.715, -1.055, 2.500], [-3.303, -6.465, 0.559], [-3.768, -5.565, -0.532], [-3.162, -5.915, -1.828], [-4.242, -5.978, -2.695], [-5.383, -6.015, -2.002], [-6.519, -6.078, -2.485], [-5.114, -5.910, -0.724], [-2.298, -6.885, 0.522], [-3.937, -7.346, 0.661], [-3.405, -5.867, 1.464], [-3.591, -4.506, -0.344], [-2.762, -6.922, -1.716], [-2.418, -5.222, -2.223], [2.102, 1.963, 5.617], [1.928, 0.463, 5.962], [2.028, -0.085, 7.358], [0.914, -0.982, 7.458], [0.043, -0.761, 6.451], [-1.126, -1.139, 6.512], [0.620, 0.047, 5.549], [2.208, 2.074, 4.538], [2.999, 2.431, 6.023], [1.316, 2.638, 5.956], [2.473, -0.231, 5.322], [2.011, 0.725, 8.087], [2.971, -0.629, 7.404], [1.044, 5.168, 0.343], [2.053, 4.522, -0.649], [1.450, 3.549, -1.662], [1.902, 4.032, -2.911], [2.601, 5.186, -2.788], [3.030, 5.897, -3.735], [2.647, 5.501, -1.464], [0.966, 4.823, 1.373], [0.024, 5.228, -0.036], [1.268, 6.232, 0.414], [2.799, 3.962, -0.085], [0.365, 3.512, -1.572], [1.890, 2.569, -1.476], [3.920, 1.840, -8.061], [5.090, 1.078, -7.500], [5.913, 1.901, -6.525], [5.820, 1.120, -5.332], [5.022, 0.076, -5.478], [4.732, -0.695, -4.601], [4.597, 0.033, -6.675], [4.139, 2.588, -8.823], [3.328, 2.228, -7.232], [3.181, 1.205, -8.549], [5.652, 0.582, -8.292], [5.639, 2.956, -6.548], [6.897, 1.815, -6.986]],
  "spin_multiplicity": 2,
  "molar_mass_g_mol": 649.347,
  "total_charge": 1,
  "e_lumo_ev": [-7.19, -7.18]
}